Entry i
Formula: C7H13NO
Source: the OMol25 dataset
Level of theory: ωB97M-V with the def2-TZVPD basis set

Computed properties:
LUMO energy (eV): 0.8
HOMO level (eV): -7.4845

Structure (ORCA input):
```
! wB97M-V def2-TZVPD RIJCOSX def2/J DEFGRID3
* xyz 0 1
O 0.10 -1.77 -2.05
H 2.02 -0.14 -1.04
H 1.08 -1.38 0.57
C -0.68 0.05 -0.59
N 0.20 0.90 -1.07
H -2.30 -0.85 0.48
C 1.58 0.59 -0.51
H 2.44 1.30 -0.34
H 0.93 1.97 1.58
H 0.09 0.78 -2.10
H -2.01 1.11 0.55
H -2.06 -1.73 -0.93
C -0.09 1.60 1.45
H 1.80 -0.21 1.67
H -0.49 2.37 0.90
H -0.26 -1.99 0.14
C -0.26 0.20 0.96
C 1.12 -0.40 0.91
C -0.71 -1.58 -0.90
C -1.62 0.02 0.49
H -0.66 1.67 2.37
H -0.22 -2.51 -2.56
*
```

Atomic partial charges in e from the natural (NBO) method, atoms 1 to 4: O -0.7418; H 0.1782; H 0.1928; C 0.0597

***

Entry ii
Formula: C7H13NO
Source: the OMol25 dataset
Level of theory: ωB97M-V with the def2-TZVPD basis set

Computed properties:
LUMO energy (eV): 0.9
HOMO level (eV): -8.2476

Structure (ORCA input):
```
! wB97M-V def2-TZVPD RIJCOSX def2/J DEFGRID3
* xyz 0 1
H 1.55 0.80 1.62
C 2.17 -0.28 0.19
C -0.49 -1.39 1.04
H 2.81 -1.72 -1.20
O 2.35 0.31 1.40
H -2.51 -0.04 -0.77
H 0.35 -2.02 1.29
H -0.10 1.15 -2.26
C -2.55 1.08 1.11
N 0.54 0.29 -0.48
H -2.85 0.22 1.70
H 4.04 -1.22 0.09
H -1.69 1.54 -0.83
H 1.58 0.60 -2.24
H -1.86 1.69 1.70
H 0.26 -0.58 -2.42
C 0.56 0.35 -1.94
C -0.36 -0.41 0.16
C 3.06 -1.10 -0.35
H -3.46 1.68 0.95
H -1.46 -1.64 1.44
C -1.94 0.68 -0.20
*
```

Atomic partial charges in e from the natural (NBO) method, atoms 1 to 4: H 0.4998; C 0.4784; C -0.5634; H 0.2210

***

Entry iii
Formula: C7H13NO
Source: the OMol25 dataset
Level of theory: ωB97M-V with the def2-TZVPD basis set

Computed properties:
LUMO energy (eV): 1.0
HOMO level (eV): -8.9737
SMILES: NC1(C=O)CC1.C=CC

Structure (ORCA input):
```
! wB97M-V def2-TZVPD RIJCOSX def2/J DEFGRID3
* xyz 0 1
H -1.73 1.57 1.24
H 0.77 -0.97 -1.64
O -0.52 -1.23 1.98
H -1.73 -1.04 -1.22
H 0.13 -2.33 0.43
C -1.49 1.03 -0.78
H 1.03 1.58 0.83
H -1.13 1.34 -1.75
H 0.78 0.72 2.17
H -2.57 -0.50 0.25
C 1.20 -0.43 0.55
H -3.20 -0.09 -1.36
C -1.29 1.81 0.28
C 0.20 -1.40 1.02
H 1.62 0.62 -1.40
C 1.40 -0.36 -1.01
H 2.51 -2.10 -0.19
C -2.29 -0.22 -0.77
H 3.35 -0.51 0.04
N 1.39 0.75 1.30
H -0.85 2.79 0.18
C 2.42 -1.02 -0.16
*
```

Atomic partial charges in e from the natural (NBO) method, atoms 1 to 4: H 0.2024; H 0.2177; O -0.5494; H 0.2057

***

Entry iv
Formula: C7H13NO
Source: the OMol25 dataset
Level of theory: ωB97M-V with the def2-TZVPD basis set

Computed properties:
LUMO energy (eV): 0.7
HOMO level (eV): -7.6002

Structure (ORCA input):
```
! wB97M-V def2-TZVPD RIJCOSX def2/J DEFGRID3
* xyz 0 1
H -2.66 -1.46 -0.93
H 0.00 1.57 2.19
H 2.31 -1.88 -2.18
H -1.56 1.70 1.33
C -1.10 -0.01 -0.72
H 3.37 -0.71 -1.24
H -0.52 -0.27 -1.60
H 1.50 1.96 0.45
H -1.08 0.18 2.12
C 2.44 -1.28 -1.29
C 1.53 -1.25 -0.35
H -1.75 0.84 -0.95
H -1.26 -2.05 -0.04
C -1.89 -1.18 -0.21
N -0.07 0.58 0.35
O 0.71 -1.26 1.90
H 1.25 1.22 -1.14
C -0.72 1.04 1.56
H 0.13 2.48 -0.56
C 0.74 1.62 -0.26
H -2.38 -0.97 0.75
C 1.03 -0.87 0.81
*
```

Atomic partial charges in e from the natural (NBO) method, atoms 1 to 4: H 0.2246; H 0.2185; H 0.1890; H 0.1939

***

Least stable structure: entry i

***

Entry i
Formula: C7H13NO
Source: the OMol25 dataset
Level of theory: ωB97M-V with the def2-TZVPD basis set

Computed properties:
LUMO energy (eV): 0.1
HOMO level (eV): -8.0062

Structure (ORCA input):
```
! wB97M-V def2-TZVPD RIJCOSX def2/J DEFGRID3
* xyz 0 1
C -3.02 -0.92 -0.37
H -1.52 1.08 -0.85
N 0.63 -1.45 0.20
H 0.51 0.92 -1.68
C -2.03 -0.55 0.62
O 0.83 -2.11 -0.74
H -3.20 -0.26 -1.10
H -4.00 -1.41 -0.10
C 1.09 -0.06 0.19
H 2.19 -0.45 1.94
H 2.74 0.93 0.96
C 1.43 0.45 -1.18
H -0.09 0.69 1.90
C 2.36 -0.13 0.95
H -2.30 -1.74 -0.84
H 0.49 1.85 0.67
C 0.04 0.85 0.85
H 3.10 -0.60 0.23
C -1.36 0.73 0.23
H 1.77 -0.32 -1.95
H -1.95 1.37 0.89
H 2.29 1.14 -0.85
*
```

Atomic partial charges in e from the natural (NBO) method, atoms 1 to 4: C -0.7518; H 0.1858; N 0.1799; H 0.2169

***

Entry ii
Formula: C7H13NO
Source: the OMol25 dataset
Level of theory: ωB97M-V with the def2-TZVPD basis set

Computed properties:
LUMO energy (eV): 0.7
HOMO level (eV): -7.8586
SMILES: CC(C)=C(O)/C=C(\C)N

Structure (ORCA input):
```
! wB97M-V def2-TZVPD RIJCOSX def2/J DEFGRID3
* xyz 0 1
H 0.29 -2.18 -0.06
C 0.11 -1.80 0.95
H -1.73 1.16 1.40
H 1.04 -1.34 1.30
N -2.31 -1.39 0.86
H -0.39 -0.19 -2.29
H 2.25 0.12 -1.84
C 0.61 0.91 -0.73
H -0.11 -2.65 1.61
H -2.60 -1.91 1.68
H -2.41 -1.96 0.02
C 2.03 0.99 -1.22
H -0.22 1.55 -2.60
O 1.20 1.61 1.49
C -0.90 0.53 1.10
H 0.79 1.58 2.37
H -1.43 0.99 -1.48
C 0.29 1.12 0.58
C -1.05 -0.82 0.94
H 2.76 1.00 -0.41
H 2.19 1.89 -1.83
C -0.42 0.80 -1.83
*
```

Atomic partial charges in e from the natural (NBO) method, atoms 1 to 4: H 0.2156; C -0.6729; H 0.2149; H 0.2262

***

Least stable structure: entry i